1.
Below is 3 unconnected molecules or ions with the total composition C3H14NO2, with properties calculated with the ωB97M-V functional and the def2-TZVPD basis.

Structure (XYZ):
```
20
Properties=species:S:1:pos:R:3:nbo_charge:R:1
C 0.381 -0.194 -0.425 -0.24
C 0.692 -1.581 -1.107 -0.41
C 2.218 -2.100 -0.773 -0.58
N -1.095 0.025 -0.228 -0.70
H 0.714 -0.245 0.679 0.22
H 0.990 0.635 -0.849 0.24
H 0.290 -1.611 -2.099 0.22
H 0.014 -2.244 -0.474 0.19
H 2.866 -1.200 -1.173 0.20
H 2.465 -2.125 0.235 0.22
H 2.499 -3.004 -1.218 0.24
H -1.637 -0.259 -1.106 0.43
H -1.582 -0.717 0.427 0.47
H -1.293 0.978 0.063 0.48
H -1.340 1.697 2.366 0.49
H -2.282 0.864 3.269 0.50
O -1.971 0.857 2.312 -0.99
H -1.326 3.594 -0.189 0.47
H 0.130 3.496 0.037 0.49
O -0.733 3.133 0.254 -0.96
```

E	-327.647799	a.u.
highest occupied orbital energy	-0.561	hartree
net charge	+1
2S+1	1

***

2.
Below is 3 unconnected molecules or ions with the total composition C3H14NO2, with properties calculated with the ωB97M-V functional and the def2-TZVPD basis.

Structure (XYZ):
```
20
Properties=species:S:1:pos:R:3:nbo_charge:R:1
C -1.004 -0.565 -2.188 -0.63
C 0.286 -0.560 -1.363 -0.22
N 0.070 -0.086 0.028 -0.52
C 1.292 -0.234 0.854 -0.42
H -1.782 -1.136 -1.684 0.22
H -0.793 -1.114 -3.107 0.25
H -1.319 0.449 -2.411 0.22
H 1.083 -0.071 -1.908 0.23
H 0.571 -1.605 -1.229 0.21
H -0.246 0.866 0.168 0.44
H -0.638 -0.708 0.465 0.47
H 2.050 0.482 0.562 0.25
H 0.985 0.008 1.874 0.22
H 1.686 -1.244 0.937 0.24
H -1.830 -1.223 2.466 0.50
H -2.199 -2.405 1.571 0.51
O -1.545 -1.703 1.673 -0.97
H 0.539 3.338 1.109 0.48
H 1.489 3.538 -0.065 0.49
O 1.099 2.856 0.493 -0.97
```

E	-327.706509	a.u.
highest occupied orbital energy	-0.573	hartree
net charge	+1
2S+1	1

***

3.
Below is 4 unconnected molecules or ions with the total composition C3H14NO3S, with properties calculated with the ωB97M-V functional and the def2-TZVPD basis.

Structure (XYZ):
```
22
Properties=species:S:1:pos:R:3:nbo_charge:R:1
C 1.287 2.876 0.471 -0.40
N 1.007 1.489 0.142 -0.67
C 0.053 0.926 1.092 -0.24
C -0.465 -0.434 0.639 -0.51
S -1.076 -0.414 -1.130 -0.71
H 0.374 3.469 0.622 0.16
H 1.815 3.311 -0.382 0.19
H 1.930 2.943 1.346 0.18
H 0.630 1.353 -0.794 0.40
H 0.511 0.862 2.085 0.18
H -0.842 1.556 1.212 0.15
H -1.341 -0.664 1.252 0.18
H 0.232 -1.252 0.767 0.20
H -3.244 -0.093 -0.039 0.50
H -3.765 -0.548 1.295 0.45
O -4.061 -0.420 0.383 -0.97
H 2.504 0.062 0.404 0.49
H 2.574 -1.444 0.121 0.49
O 2.944 -0.763 0.705 -1.01
H 1.947 -2.283 -1.927 0.46
H 0.602 -1.772 -1.239 0.51
O 1.340 -2.424 -1.199 -1.01
```

E	-801.422944	a.u.
highest occupied orbital energy	-0.132	hartree
net charge	-1
2S+1	1

***

4.
Below is 4 unconnected molecules or ions with the total composition C3H14NO4, with properties calculated with the ωB97M-V functional and the def2-TZVPD basis.

Structure (XYZ):
```
22
Properties=species:S:1:pos:R:3:nbo_charge:R:1
C -2.015 -1.489 1.330 -0.21
C -0.648 -1.456 0.662 -0.47
C -0.673 -0.603 -0.669 -0.02
O 0.644 -0.360 -1.038 -0.93
N -2.092 -0.695 2.611 -0.87
H -2.323 -2.477 1.696 0.16
H -2.783 -1.099 0.660 0.17
H 0.244 -1.170 1.213 0.23
H -0.419 -2.495 0.370 0.19
H -1.159 0.335 -0.326 0.11
H -1.205 -1.095 -1.480 0.13
H -1.330 -0.092 2.874 0.36
H -2.293 -1.370 3.328 0.34
H 3.143 -1.484 -1.081 0.44
H 1.700 -1.331 -0.669 0.50
O 2.578 -1.777 -0.354 -1.04
H 0.551 2.357 -2.016 0.44
H 1.074 1.022 -1.321 0.52
O 1.360 1.938 -1.723 -1.04
H 1.437 5.058 -1.108 0.45
H 2.038 3.656 -1.390 0.51
O 2.169 4.627 -1.571 -0.99
```

E	-478.432803	a.u.
highest occupied orbital energy	-0.161	hartree
net charge	-1
2S+1	1

***

5.
Below is 3 unconnected molecules or ions with the total composition C3H14NO4, with properties calculated with the ωB97M-V functional and the def2-TZVPD basis.

Structure (XYZ):
```
22
Properties=species:S:1:pos:R:3:nbo_charge:R:1
C 1.057 0.908 -0.065 -0.10
O 0.984 1.330 1.271 -0.76
C -0.066 -0.210 -0.216 -0.05
C 0.251 -0.954 -1.430 -0.11
O -0.476 -2.193 -1.143 -0.80
N 0.548 -1.135 0.957 -0.69
H 2.020 0.484 -0.156 0.16
H 1.020 1.684 -0.908 0.22
H 0.802 2.396 1.061 0.53
H -1.233 -0.037 -0.066 0.30
H -0.048 -0.539 -2.372 0.23
H 1.343 -1.349 -1.555 0.20
H -1.232 -2.530 -1.642 0.51
H 0.632 -0.748 1.855 0.44
H -0.102 -1.862 1.020 0.46
H 1.507 -1.434 0.720 0.43
H -2.536 -2.093 1.093 0.48
H -2.449 -1.602 2.519 0.50
O -2.159 -1.467 1.623 -0.96
H 0.702 3.853 -1.210 0.48
H -0.684 3.973 -0.769 0.49
O 0.116 3.524 -0.585 -0.95
```

E	-478.099682	a.u.
highest occupied orbital energy	-0.511	hartree
net charge	+1
2S+1	1

***

6.
Below is a molecular structure, C3H14NOSZn, with properties calculated with the ωB97M-V functional and the def2-TZVPD basis.

Structure (XYZ):
```
21
Properties=species:S:1:pos:R:3:nbo_charge:R:1
C 1.606 -0.028 0.833 -1.32
Zn -0.185 0.177 -0.150 1.27
N -1.982 -0.022 -1.114 -1.12
H 0.655 1.315 -0.922 -0.68
H -1.860 -0.630 -1.923 0.40
H 0.332 1.492 0.760 -0.69
H 2.182 0.860 0.546 0.21
H 2.163 -0.908 0.412 0.14
H 1.634 -0.137 1.928 0.14
H -2.661 -0.443 -0.480 0.37
H -2.331 0.890 -1.430 0.39
C -2.391 -2.065 2.719 -0.83
S -1.067 -1.576 1.531 1.18
C 0.287 -2.386 2.352 -0.82
O -1.194 -2.313 0.201 -1.01
H -2.109 -1.732 3.701 0.22
H -2.528 -3.141 2.749 0.21
H -3.339 -1.593 2.502 0.22
H -0.046 -3.378 2.652 0.20
H 1.041 -2.552 1.583 0.28
H 0.546 -1.739 3.190 0.24
```

E	-2429.959451	a.u.
highest occupied orbital energy	-0.022	hartree
net charge	-1
2S+1	1

***

7.
Below is 4 unconnected molecules or ions with the total composition C3H14O3S, with properties calculated with the ωB97M-V functional and the def2-TZVPD basis.

Structure (XYZ):
```
21
Properties=species:S:1:pos:R:3:nbo_charge:R:1
C -0.510 -1.643 0.369 -0.62
C -0.727 -0.198 -0.063 -0.49
S 0.120 0.073 -1.686 0.13
C 0.091 1.877 -1.743 -0.74
H -1.001 -2.337 -0.294 0.21
H -0.834 -1.788 1.394 0.22
H 0.559 -1.833 0.231 0.20
H -0.133 0.439 0.579 0.21
H -1.743 0.153 -0.157 0.21
H -0.620 2.320 -1.063 0.22
H 1.065 2.268 -1.528 0.22
H -0.167 2.165 -2.750 0.22
O -5.299 1.893 3.968 -0.93
H -5.229 1.629 4.892 0.47
H -5.560 2.819 4.016 0.47
O 3.024 0.077 0.820 -0.97
H 3.048 -0.680 0.217 0.49
H 2.608 -0.206 1.648 0.46
O 3.240 -2.289 -0.878 -0.95
H 2.362 -2.440 -1.250 0.48
H 3.726 -1.843 -1.581 0.48
```

SMILES	CCSC.O.O.O
E	-746.585250	a.u.
highest occupied orbital energy	-0.309	hartree
2S+1	1

***

8.
Below is 4 unconnected molecules or ions with the total composition C3H14O4, with properties calculated with the ωB97M-V functional and the def2-TZVPD basis.

Structure (XYZ):
```
21
Properties=species:S:1:pos:R:3:nbo_charge:R:1
C -1.460 2.065 -0.016 -0.64
C -1.312 0.672 -0.633 0.11
C -1.579 0.498 -2.140 -0.63
O 0.069 0.229 -0.508 -0.77
H -2.532 2.259 0.031 0.23
H -0.912 2.743 -0.671 0.20
H -0.933 2.104 0.937 0.23
H -1.908 -0.032 -0.052 0.18
H -1.179 -0.445 -2.514 0.23
H -1.225 1.393 -2.653 0.21
H -2.657 0.402 -2.269 0.21
H 0.646 0.986 -0.632 0.47
O 1.913 -1.420 -2.176 -0.95
H 1.372 -0.849 -1.630 0.48
H 1.574 -1.295 -3.062 0.46
O 1.560 -1.203 1.832 -0.96
H 0.832 -1.230 1.211 0.49
H 2.171 -0.566 1.459 0.47
O 1.636 -2.048 4.814 -0.96
H 1.459 -1.746 3.923 0.49
H 2.466 -2.519 4.747 0.46
```

SMILES	CC(C)O.O.O.O
E	-423.643792	a.u.
highest occupied orbital energy	-0.396	hartree
2S+1	1

***

9.
Below is 4 unconnected molecules or ions with the total composition C3H14O4, with properties calculated with the ωB97M-V functional and the def2-TZVPD basis.

Structure (XYZ):
```
21
Properties=species:S:1:pos:R:3:nbo_charge:R:1
C 1.112 -1.001 0.402 -0.65
C 0.266 -1.107 -0.859 0.10
C -0.546 -2.410 -0.854 -0.63
O -0.654 -0.022 -0.931 -0.76
H 1.789 -0.150 0.333 0.22
H 0.385 -0.899 1.208 0.23
H 1.765 -1.843 0.629 0.21
H 0.864 -1.064 -1.766 0.17
H 0.086 -3.292 -0.860 0.21
H -1.203 -2.376 0.019 0.20
H -1.230 -2.418 -1.704 0.21
H -1.307 -0.130 -0.252 0.49
O -1.368 0.517 2.111 -0.99
H -0.679 1.198 2.036 0.50
H -1.573 0.340 3.032 0.48
O 0.231 2.703 -1.555 -0.97
H -0.422 3.093 -2.126 0.47
H 0.030 1.749 -1.678 0.50
O 0.946 2.101 1.176 -0.97
H 0.767 2.000 0.246 0.50
H 0.742 3.010 1.393 0.47
```

SMILES	CC(C)O.O.O.O
E	-423.660514	a.u.
highest occupied orbital energy	-0.383	hartree
2S+1	1

***

10.
Below is a molecular structure, C3H15BN2O2Si2, with properties calculated with the ωB97M-V functional and the def2-TZVPD basis.

Structure (XYZ):
```
25
Properties=species:S:1:pos:R:3:nbo_charge:R:1
N -0.474 2.086 -1.268 -0.85
C -1.499 1.230 -1.913 -0.22
C -1.531 -0.216 -1.297 -0.40
C -0.223 -1.030 -1.601 -0.88
Si 1.007 -1.189 -0.159 1.35
O 2.014 0.207 -0.178 -1.20
Si 2.076 1.041 1.308 1.19
B 0.208 -1.599 1.589 0.59
N -0.960 -0.961 2.186 -1.06
O 0.809 -2.666 2.348 -0.93
H -0.959 2.919 -0.944 0.36
H 0.164 2.439 -1.976 0.36
H -1.424 1.194 -3.018 0.18
H -2.497 1.670 -1.673 0.18
H -1.764 -0.087 -0.223 0.20
H -2.389 -0.733 -1.774 0.21
H 0.320 -0.490 -2.415 0.24
H -0.437 -2.062 -1.960 0.24
H 1.890 -2.334 -0.494 -0.20
H 2.429 0.171 2.451 -0.21
H 3.188 2.013 1.194 -0.19
H 0.842 1.817 1.568 -0.20
H -1.026 -1.130 3.185 0.38
H -1.047 0.024 1.960 0.39
H 1.282 -2.314 3.104 0.49
```

E	-987.245582	a.u.
highest occupied orbital energy	-0.350	hartree
2S+1	1

***

11.
Below is 4 unconnected molecules or ions with the total composition C3H15N2O3, with properties calculated with the ωB97M-V functional and the def2-TZVPD basis.

Structure (XYZ):
```
23
Properties=species:S:1:pos:R:3:nbo_charge:R:1
C 1.362 -0.716 2.108 -0.69
C 0.258 -0.253 1.246 -0.06
C -0.079 1.069 1.040 0.06
N 0.775 1.992 1.524 -0.79
N -0.243 -1.267 0.323 -0.72
H 2.290 -0.903 1.572 0.21
H 1.049 -1.695 2.492 0.23
H 1.702 -0.319 3.044 0.26
H -0.977 1.519 0.646 0.23
H 1.587 1.787 2.106 0.41
H 0.565 3.092 1.521 0.42
H 0.619 -2.030 0.177 0.49
H -0.600 -0.978 -0.587 0.47
H -1.095 -1.637 0.679 0.42
H -1.930 -0.934 -2.744 0.51
H -2.764 -1.305 -1.589 0.49
O -1.863 -1.168 -1.806 -0.97
H -1.959 4.075 -3.583 0.47
H -2.366 4.148 -2.202 0.46
O -2.477 3.654 -2.958 -0.93
H 2.690 -3.855 0.141 0.49
H 3.202 -2.438 -0.029 0.48
O 2.466 -3.012 -0.353 -0.95
```

E	-458.238919	a.u.
highest occupied orbital energy	-0.429	hartree
net charge	+1
2S+1	1

***

12.
Below is 4 unconnected molecules or ions with the total composition C3H15N2O3, with properties calculated with the ωB97M-V functional and the def2-TZVPD basis.

Structure (XYZ):
```
23
Properties=species:S:1:pos:R:3:nbo_charge:R:1
C 0.826 0.436 -3.006 -0.64
C 0.799 -1.056 -2.755 -0.22
N -0.035 -0.722 0.798 -0.72
C -0.100 -0.656 -0.494 0.40
N 0.553 -1.427 -1.335 -0.52
H -0.073 0.992 -2.755 0.21
H 1.669 0.877 -2.480 0.22
H 0.920 0.694 -4.053 0.26
H 0.051 -1.563 -3.359 0.22
H 1.790 -1.424 -2.994 0.23
H 0.373 -1.433 1.401 0.45
H -0.732 -0.197 1.318 0.45
H -0.757 0.032 -0.998 0.23
H 1.058 -2.242 -1.031 0.42
H -2.993 1.571 1.820 0.49
H -2.769 2.201 0.389 0.49
O -2.375 1.679 1.092 -0.98
H 0.860 -1.139 4.247 0.49
H -0.073 -0.545 3.271 0.47
O 0.359 -1.398 3.457 -0.95
H 0.874 1.328 2.570 0.48
H -0.155 2.467 2.353 0.50
O -0.071 1.522 2.544 -0.97
```

E	-458.310031	a.u.
highest occupied orbital energy	-0.533	hartree
net charge	+1
2S+1	1

***

Number 1: lowest unoccupied orbital energy -0.1172 Eh. Number 2: lowest unoccupied orbital energy -0.1072 Eh. Number 3: lowest unoccupied orbital energy 0.1342 Eh. Number 4: lowest unoccupied orbital energy 0.1362 Eh. Number 5: lowest unoccupied orbital energy -0.0986 Eh. Number 6: lowest unoccupied orbital energy 0.1008 Eh. Number 7: lowest unoccupied orbital energy 0.0251 Eh. Number 8: lowest unoccupied orbital energy 0.0164 Eh. Number 9: lowest unoccupied orbital energy 0.0279 Eh. Number 10: lowest unoccupied orbital energy 0.0143 Eh. Number 11: lowest unoccupied orbital energy -0.1015 Eh. Number 12: lowest unoccupied orbital energy -0.1047 Eh.